ORCA calculation (ωB97M-V/def2-TZVPD) on the molecule C6H10S at a distorted geometry.

Structure (XYZ):
```
17
Properties=species:S:1:pos:R:3:forces:R:3
H -1.279497 -1.437967 -1.403177 -0.1 0.0 0.0
C -1.484623 -0.512102 -0.857690 0.1 0.1 0.0
H -0.945035 0.750040 -2.533231 0.0 0.1 -0.1
H 0.123399 -2.748752 1.080640 0.2 -0.5 0.1
H -0.862260 1.556042 -0.962067 0.0 0.1 0.0
C -0.677576 0.618960 -1.486758 -0.1 -0.2 0.1
H 3.552085 0.979337 0.926257 0.3 0.0 0.2
H 2.321345 1.051156 -0.419248 -0.1 -0.1 -0.2
C 0.215937 -0.463794 1.171504 -0.3 -0.7 0.4
H 0.384966 0.390112 -1.432211 0.1 0.1 0.0
C 2.591848 0.674724 0.553026 -0.1 0.3 0.6
C -1.165724 -0.720138 0.618113 0.0 0.1 0.0
H -2.549429 -0.298092 -0.957551 0.0 -0.1 0.0
S 1.436797 0.704561 1.759070 -0.8 -0.1 -1.4
H 0.465786 1.737884 1.629186 0.6 -0.5 0.2
H -2.013966 -0.566528 1.282105 0.0 -0.1 0.1
C -0.114055 -1.715441 1.032032 0.2 1.3 0.1
```
Forces are in eV/Å.

lowest unoccupied orbital energy = 0.7 eV
HOMO-LUMO gap = 8.40 eV